{"formula": "C23H38BF3HgN2O13S", "method": "the ωB97M-V functional and the def2-TZVPD basis", "symbols": ["Hg", "O", "C", "O", "B", "O", "C", "O", "O", "C", "O", "C", "O", "O", "C", "F", "F", "F", "S", "O", "O", "O", "C", "C", "C", "C", "C", "C", "N", "O", "C", "C", "C", "H", "H", "H", "H", "H", "H", "H", "H", "H", "H", "H", "H", "H", "H", "H", "H", "H", "H", "H", "C", "C", "C", "C", "C", "C", "N", "O", "C", "C", "C", "H", "H", "H", "H", "H", "H", "H", "H", "H", "H", "H", "H", "H", "H", "H", "H", "H", "H", "H"], "coordinates": [[-0.053, 0.179, 0.895], [0.932, -1.530, -0.204], [1.606, -2.079, -1.016], [2.960, -2.090, -1.173], [3.282, -2.797, -2.452], [2.033, -3.406, -2.837], [1.029, -2.863, -2.163], [-0.184, -2.979, -2.406], [4.318, -3.849, -2.286], [5.289, -3.746, -3.154], [6.185, -4.588, -3.310], [5.104, -2.432, -3.985], [3.876, -1.958, -3.530], [5.804, -2.012, -4.859], [0.033, -1.307, 5.105], [0.966, -1.509, 6.027], [-0.205, -2.402, 4.326], [-1.095, -0.885, 5.702], [0.673, 0.061, 3.783], [1.423, 0.989, 4.608], [1.347, -0.626, 2.647], [-0.512, 0.640, 3.066], [2.637, 1.842, 1.236], [2.458, 2.270, -0.212], [3.744, 1.791, -1.008], [3.576, 1.743, -2.480], [2.294, 0.992, -2.883], [1.013, 1.653, -2.277], [1.167, 1.771, -0.813], [-0.006, 2.211, -0.201], [0.633, 3.037, -3.016], [-0.143, 0.665, -2.566], [2.371, 3.794, -0.283], [3.061, 0.844, 1.350], [1.677, 2.037, 1.713], [3.343, 2.497, 1.748], [4.562, 2.496, -0.863], [4.016, 0.778, -0.712], [4.361, 1.256, -3.058], [3.643, 2.779, -2.814], [2.407, -0.031, -2.524], [2.238, 1.040, -3.970], [0.134, 2.805, -3.957], [-0.085, 3.609, -2.428], [1.560, 3.518, -3.330], [-0.135, 0.356, -3.611], [0.065, -0.270, -2.045], [-1.110, 1.123, -2.355], [3.198, 4.384, 0.109], [1.481, 4.135, 0.246], [2.254, 4.007, -1.346], [-0.046, 3.111, -0.533], [-1.440, -2.820, 1.085], [-2.727, -1.904, 1.217], [-3.155, -1.996, 2.661], [-4.265, -0.913, 3.204], [-3.866, 0.445, 2.723], [-3.590, 0.531, 1.224], [-2.517, -0.441, 0.897], [-2.046, -0.204, -0.321], [-4.882, 0.615, 0.443], [-3.038, 1.961, 1.032], [-3.788, -2.533, 0.268], [-1.154, -3.102, 0.072], [-1.698, -3.762, 1.569], [-0.629, -2.524, 1.749], [-3.579, -2.963, 2.930], [-2.288, -1.812, 3.296], [-4.371, -0.930, 4.288], [-5.294, -1.118, 2.910], [-2.955, 0.818, 3.191], [-4.570, 1.259, 2.896], [-4.715, 0.121, -0.515], [-5.699, 0.115, 0.963], [-5.183, 1.651, 0.287], [-3.756, 2.771, 1.163], [-2.161, 2.057, 1.672], [-2.718, 2.219, 0.023], [-4.799, -2.134, 0.345], [-3.892, -3.591, 0.511], [-3.589, -2.503, -0.803], [-2.809, -0.369, -0.881]], "forces_ev_per_a": [[0.441, -0.491, 0.676], [-0.041, 0.616, 1.172], [3.204, -0.507, -1.645], [-2.251, 0.687, 0.700], [2.224, -0.700, -0.710], [-1.689, 0.424, -0.138], [-2.708, -1.602, -1.801], [3.110, 0.390, 0.812], [-0.820, 0.227, 0.744], [2.776, -2.114, -0.739], [-2.187, 2.422, 0.278], [-1.264, -0.658, 0.610], [0.849, 0.543, -0.362], [-0.974, 0.071, 0.971], [0.188, 1.105, -1.861], [-0.701, -0.258, -0.830], [0.160, 0.676, 1.519], [0.805, -0.567, -0.585], [0.353, 0.524, -0.092], [-0.667, -1.085, -0.840], [0.598, -0.592, 1.614], [-0.587, 0.212, 1.436], [-0.215, 0.315, -0.230], [1.237, 1.058, -0.291], [-0.669, -0.578, 0.255], [-0.803, 0.077, -1.454], [0.110, 1.897, 0.676], [-0.660, 0.014, -1.428], [2.202, -3.136, -0.405], [0.207, 1.499, -0.375], [0.815, -1.902, 0.170], [0.632, 0.170, -0.106], [-0.268, 0.151, -0.572], [-0.640, -0.173, 0.018], [0.034, -0.422, 0.571], [0.025, 0.189, -0.170], [-0.021, -0.157, 0.885], [0.091, 0.079, 0.575], [0.467, -0.144, 0.593], [-0.602, 0.143, -0.555], [-0.192, 0.005, -0.223], [-0.357, -0.389, 0.020], [-0.151, -0.242, 0.093], [0.356, 0.437, -0.031], [-0.251, 0.632, 0.493], [0.048, 0.379, -0.184], [-0.580, 0.184, 0.329], [-0.053, -0.343, 0.238], [0.177, -0.421, 0.034], [-0.074, 0.177, 0.066], [0.033, 0.565, 0.097], [-0.976, 0.850, 0.440], [-0.974, 0.249, 0.587], [-0.390, -0.662, -1.329], [-1.968, 1.665, 2.049], [0.700, -0.947, -0.810], [0.592, 0.976, -0.208], [0.143, 2.002, 1.170], [-0.563, -0.602, 4.232], [0.115, -0.261, -3.500], [-0.469, -1.490, -0.623], [1.421, 0.172, -0.399], [-0.463, -0.121, 0.145], [0.151, 0.594, 0.013], [-0.476, -0.152, -0.085], [0.316, 0.605, -0.448], [0.362, -0.225, -0.368], [0.037, -0.123, -0.058], [0.630, -0.183, 0.110], [0.043, -0.418, -0.618], [0.145, -0.433, 0.338], [-0.499, -0.278, 0.336], [-0.564, 0.133, -0.387], [-0.042, -0.231, -0.213], [0.069, -0.263, -0.139], [-0.165, -0.385, 0.951], [0.000, 0.495, 0.162], [0.207, -0.660, -0.359], [0.033, 0.311, 0.450], [0.156, -0.047, 0.025], [0.619, 0.119, -0.026], [0.093, -0.081, -1.455]], "lowdin_charge": [1.32, 0.05, -0.35, 0.23, -0.87, 0.27, -0.34, 0.12, 0.22, -0.36, 0.11, -0.32, 0.16, 0.16, -0.56, 0.16, 0.10, 0.14, 0.60, -0.28, -0.40, -0.43, -0.04, -0.45, -0.11, -0.19, -0.09, -0.44, -0.13, -0.09, 0.00, -0.03, -0.02, 0.09, 0.06, 0.10, 0.13, 0.12, 0.12, 0.11, 0.10, 0.14, 0.08, 0.07, 0.07, 0.10, 0.05, 0.08, 0.10, 0.09, 0.07, 0.09, -0.02, -0.44, -0.09, -0.12, -0.17, -0.50, -0.16, -0.08, -0.02, -0.05, -0.02, 0.08, 0.09, 0.06, 0.12, 0.09, 0.11, 0.10, 0.10, 0.13, 0.08, 0.09, 0.09, 0.09, 0.07, 0.08, 0.07, 0.09, 0.09, 0.11], "lumo_ev": -1.388, "de_lowest_kcal_mol": 56.97, "total_charge": 0, "gap_ev": 8.0, "e_homo_ha": -0.344}

***

{"formula": "C2H15NO4", "method": "the ωB97M-V functional and the def2-TZVPD basis", "symbols": ["C", "C", "N", "H", "H", "H", "H", "H", "H", "H", "O", "H", "H", "O", "H", "H", "O", "H", "H", "O", "H", "H"], "coordinates": [[-0.192, 2.572, -0.723], [-1.318, 1.557, -0.363], [-1.084, 0.276, -0.988], [0.644, 2.270, -0.089], [-0.333, 3.625, -0.456], [0.076, 2.578, -1.770], [-2.293, 2.013, -0.579], [-1.228, 1.405, 0.713], [-1.345, 0.217, -1.971], [-1.657, -0.447, -0.561], [1.299, -0.493, -1.929], [1.593, -0.924, -2.731], [0.428, -0.026, -1.885], [0.682, -2.224, 2.524], [1.517, -1.898, 2.160], [0.585, -3.179, 2.471], [-1.644, -1.775, 1.178], [-0.870, -1.715, 1.747], [-2.368, -1.526, 1.749], [2.638, -1.122, 0.599], [3.049, -0.282, 0.777], [1.822, -0.903, 0.127]], "forces_ev_per_a": [[0.043, -0.306, 0.885], [0.292, 1.575, -0.142], [-0.540, -0.534, -0.647], [0.439, -0.051, -0.547], [-0.692, -0.254, 0.100], [0.141, -0.312, -0.288], [-0.050, -0.241, 0.037], [-0.339, -0.061, -0.015], [-0.273, 0.660, 0.080], [0.450, -0.105, 0.399], [0.489, 0.295, 0.781], [-0.611, 0.278, -0.286], [0.696, -0.899, -0.239], [-0.559, 0.415, 0.559], [0.188, -0.488, -0.363], [0.561, 0.110, -0.235], [-0.515, 0.086, -0.372], [0.686, -0.127, 0.132], [-0.399, 0.034, 0.163], [-0.399, -0.502, 0.505], [0.253, 0.442, 0.015], [0.137, -0.016, -0.524]], "lowdin_charge": [-0.10, -0.32, -0.04, 0.06, 0.07, 0.06, 0.10, 0.10, 0.09, 0.06, -0.09, 0.03, -0.01, -0.06, 0.02, 0.06, -0.06, -0.02, 0.04, -0.05, 0.04, 0.02], "lumo_ev": 0.823, "de_lowest_kcal_mol": 15.28, "total_charge": 0, "gap_ev": 10.5, "e_homo_ha": -0.354}

***

{"formula": "C13H15N4OS", "method": "the ωB97M-V functional and the def2-TZVPD basis", "symbols": ["C", "S", "C", "N", "N", "C", "C", "N", "C", "C", "C", "N", "C", "C", "C", "C", "C", "C", "O", "H", "H", "H", "H", "H", "H", "H", "H", "H", "H", "H", "H", "H", "H", "H"], "coordinates": [[3.457, 1.809, 4.085], [3.361, 2.717, 2.472], [2.795, 1.203, 1.712], [2.386, -0.003, 2.317], [1.896, -0.514, 1.052], [2.085, 0.158, -0.013], [1.791, -0.504, -1.446], [0.837, -1.645, -0.910], [0.506, 0.425, -1.930], [-0.773, -0.116, -1.901], [-1.571, -0.482, -3.217], [-2.718, -0.923, -2.633], [-2.879, -0.485, -1.305], [-3.809, -0.882, -0.417], [-3.724, -0.503, 0.806], [-2.470, -0.100, 1.395], [-1.440, 0.415, 0.298], [-1.708, -0.127, -0.903], [2.555, 1.252, 0.257], [3.939, 0.949, 4.055], [3.847, 2.633, 4.546], [2.392, 1.726, 4.372], [2.638, -0.508, -2.000], [-0.009, -1.660, -1.304], [1.322, -2.445, -1.556], [1.162, -1.999, 0.124], [0.906, 0.507, -3.149], [0.614, 1.505, -1.516], [-1.261, -0.435, -4.093], [-3.494, -1.085, -3.359], [-4.967, -1.191, -0.779], [-4.560, -0.619, 1.674], [-2.425, 0.293, 2.234], [-0.679, 0.634, 1.032]], "forces_ev_per_a": [[-4.594, 3.924, -1.546], [-0.339, -2.855, -0.927], [-0.846, -0.607, 1.155], [0.578, 5.263, -6.924], [-0.966, -5.348, 1.792], [-1.667, -6.184, -0.355], [-7.990, 3.791, 7.448], [11.932, -5.881, -0.241], [6.342, 3.542, -4.752], [-3.438, -0.954, -7.859], [0.165, 0.030, 15.099], [-2.644, 0.827, -4.527], [-2.920, -4.129, -3.705], [-7.669, -1.383, -4.612], [0.443, 0.307, 9.657], [0.013, 0.034, -13.268], [-3.913, -3.113, 9.116], [5.916, 3.438, 1.007], [3.824, 6.752, 2.842], [2.494, -3.613, -0.129], [1.518, 1.317, 2.440], [0.736, -0.344, 0.163], [2.203, -1.398, -2.103], [-5.071, 0.620, -1.332], [-1.549, 1.351, 1.996], [-1.223, 1.859, -1.764], [-1.657, 0.320, 3.154], [-0.068, -1.848, -0.539], [2.174, -0.021, -7.987], [1.009, 0.100, 2.240], [3.462, 0.533, 0.678], [1.629, -0.023, -2.688], [0.583, 3.046, 8.087], [1.536, 0.648, -1.618]], "lowdin_charge": [-0.30, 0.96, -0.50, 0.14, 0.00, -0.47, -0.01, 0.16, -0.12, -0.26, 0.12, 0.09, -0.24, -0.08, -0.12, 0.07, 0.09, -0.31, 0.10, -0.01, -0.01, 0.07, 0.11, 0.03, 0.23, 0.22, 0.19, 0.16, 0.04, 0.21, 0.19, 0.17, 0.00, 0.10], "lumo_ev": -2.858, "total_charge": 1, "gap_ev": 8.2, "e_homo_ha": -0.406}

***

Number 1: E -77903.330 eV. Number 2: E -11997.490 eV. Number 3: E -32548.868 eV.